Record 1
Density functional theory data (ωB97M-V/def2-TZVPD) for C34H46BrN9OPSbSe4Ti as an isolated structure.

Structure (XYZ):
```
98
Properties=species:S:1:pos:R:3:forces:R:3
Ti -0.0638 0.8320 -1.5481 0.31 -0.07 -0.30
Se -0.0721 3.4603 -6.1260 -0.02 -0.07 0.07
Sb -0.0612 1.4472 -4.7392 -0.11 0.36 -0.51
Se 1.8771 1.6697 -3.1323 -0.33 -0.03 0.09
Se -1.9816 1.6484 -3.0674 0.27 -0.19 -0.03
Se -0.2110 -0.6866 -5.8903 0.02 0.02 0.05
Br 1.6005 -4.1680 5.6839 -0.03 0.00 0.04
C 2.7914 -3.8617 4.2233 0.08 0.01 -0.07
C 2.5361 -4.4510 2.9916 -0.05 0.01 0.06
C 3.3603 -4.1983 1.9150 0.07 0.04 0.00
C 4.5033 -3.3621 2.0387 0.14 -0.14 0.03
C 4.7500 -2.8174 3.3257 0.01 -0.01 -0.02
C 3.9073 -3.0492 4.3912 -0.11 -0.04 0.05
N 5.4096 -3.1476 1.0517 -0.09 -0.23 0.02
N 5.0378 -3.2895 -0.2246 0.02 0.12 0.05
C 3.8815 -2.6613 -0.6448 0.06 -0.14 -0.12
C 3.2581 -3.1345 -1.7995 -0.03 -0.03 0.01
C 2.0987 -2.5658 -2.3381 -0.05 0.06 0.06
C 1.5042 -1.4596 -1.7551 0.16 -0.34 -0.04
O 0.3723 -0.9198 -2.1902 -0.10 0.27 0.63
C 2.1681 -0.8881 -0.6375 0.11 -0.02 0.03
N 1.6271 0.2678 -0.1538 -0.18 0.07 -0.16
C 2.2064 0.8907 0.8418 0.05 0.01 -0.02
C 3.4009 0.4426 1.4205 -0.06 0.02 -0.06
C 3.9636 -0.7175 0.9509 0.00 0.04 -0.04
C 3.3385 -1.4567 -0.0760 0.10 0.14 0.14
H 1.6794 -5.1046 2.8751 0.01 0.00 0.01
H 3.1561 -4.6631 0.9599 0.00 0.00 -0.01
H 5.6245 -2.1897 3.4551 0.00 -0.02 -0.02
H 4.1076 -2.5952 5.3541 0.00 -0.01 0.00
H 3.7085 -3.9948 -2.2819 -0.02 0.01 0.01
H 1.6490 -2.9703 -3.2369 -0.02 0.01 0.00
H 1.7314 1.8072 1.1781 0.00 0.03 -0.01
H 3.8677 1.0211 2.2067 0.02 -0.02 0.00
H 4.9046 -1.0827 1.3393 -0.07 0.14 -0.01
C -0.7623 0.3377 3.1452 -0.10 0.05 0.04
N -1.2046 -0.8085 2.3994 0.12 -0.02 -0.06
C -1.7277 -1.9108 3.1697 0.08 -0.08 0.02
C -1.0613 -0.8812 1.0339 0.12 -0.07 -0.16
N -1.2831 0.1140 0.2206 -0.27 0.69 -0.14
C -2.1580 1.1670 0.5700 0.11 -0.14 0.22
C -3.4302 0.9084 1.0749 0.02 0.07 0.01
C -4.3199 1.9353 1.3446 0.02 0.03 0.00
C -3.9445 3.2450 1.0796 -0.04 -0.02 0.03
C -2.6902 3.5115 0.5563 0.09 0.07 -0.02
C -1.7635 2.4963 0.3116 -0.25 -0.02 0.16
N -0.5210 2.7363 -0.3075 -0.07 -0.55 0.32
C 0.1159 3.8689 -0.1192 0.12 0.05 -0.36
N 0.1223 4.5651 1.0684 0.14 -0.01 -0.03
C -0.0089 3.9261 2.3500 -0.08 0.02 0.00
C 0.1063 6.0094 1.0899 0.02 0.00 -0.01
N 0.8242 4.4090 -1.1319 -0.11 0.23 0.09
C 2.0956 5.0663 -0.9357 0.01 -0.01 0.02
C 0.2504 4.5457 -2.4701 0.04 -0.07 -0.03
N -0.6154 -2.0556 0.5307 -0.22 -0.38 0.17
C 0.3492 -2.8796 1.2313 -0.06 0.02 0.05
C -1.2810 -2.6920 -0.5929 0.21 0.08 -0.06
H -1.5871 0.8210 3.6805 -0.01 0.02 -0.01
H -0.3345 1.0480 2.4514 0.08 0.04 -0.05
H 0.0111 0.0420 3.8633 -0.03 0.00 0.02
H -2.5794 -1.5654 3.7673 0.02 0.00 0.00
H -0.9792 -2.3364 3.8474 0.01 0.01 -0.01
H -2.0748 -2.6973 2.5041 -0.01 0.00 -0.03
H -3.7262 -0.1236 1.2183 0.01 -0.03 0.01
H -5.3095 1.7092 1.7219 0.00 0.01 0.00
H -4.6411 4.0585 1.2424 0.01 0.00 0.00
H -2.4284 4.5290 0.2898 0.01 0.00 0.00
H -0.0011 2.8549 2.2112 0.02 -0.07 0.04
H -0.9493 4.2001 2.8403 -0.01 -0.03 0.00
H 0.8281 4.2069 2.9981 -0.02 0.03 0.02
H -0.0019 6.3943 0.0793 0.00 0.00 -0.01
H 1.0199 6.4269 1.5278 -0.01 -0.01 0.00
H -0.7462 6.3520 1.6872 0.00 0.00 -0.01
H 2.0420 6.1344 -1.1785 -0.01 0.00 0.01
H 2.8247 4.5968 -1.6001 -0.01 0.01 -0.02
H 2.4333 4.9509 0.0928 0.01 -0.02 0.01
H -0.5960 3.8718 -2.5905 -0.02 0.08 0.02
H 0.9807 4.2786 -3.2301 0.00 0.07 0.01
H -0.0713 5.5863 -2.6090 -0.01 -0.01 -0.02
H -0.1002 -3.7963 1.6328 -0.02 0.03 0.03
H 0.8185 -2.3284 2.0444 -0.02 0.01 -0.01
H 1.1351 -3.1624 0.5298 0.00 -0.04 -0.01
H -1.7161 -1.9496 -1.2555 -0.01 -0.02 0.05
H -2.0499 -3.3861 -0.2256 0.01 -0.02 -0.01
H -0.5450 -3.2528 -1.1694 -0.02 0.04 -0.05
C -4.5651 -2.2652 -2.2573 -0.08 0.03 -0.02
P -3.1330 -1.7973 -3.3469 -0.13 -0.11 -0.08
C -4.0744 -0.9654 -4.6830 0.03 -0.01 -0.05
C -2.8806 -3.4339 -4.1596 0.07 -0.03 -0.04
H -5.2805 -2.9319 -2.7513 0.01 0.03 -0.02
H -5.0885 -1.3523 -1.9615 0.02 0.00 0.03
H -4.2074 -2.7514 -1.3462 0.00 -0.02 -0.03
H -4.8676 -1.6032 -5.0877 0.00 0.01 0.01
H -3.3678 -0.7008 -5.4726 0.00 0.00 0.01
H -4.4999 -0.0381 -4.2987 0.01 0.01 0.01
H -3.8159 -3.8758 -4.5198 0.01 0.02 -0.01
H -2.4006 -4.1305 -3.4676 -0.02 0.01 0.02
H -2.1987 -3.2835 -4.9989 0.00 0.01 0.01
```
Forces are in eV/Å.

Results
- gap between HOMO and LUMO (spin up / spin down) (hartree) = 0.17362 / 0.18988
- ΔE to the lowest compared entry with this formula, charge and spin (kJ/mol) = 0.0
- 2S+1 = 3
- ⟨S²⟩ = 2.04
- total charge = -2

***

Record 2
Density functional theory data (ωB97M-V/def2-TZVPD) for C34H46F5Ge2NaO3S2SbTe as an isolated structure at a distorted geometry.

Structure (XYZ):
```
95
Properties=species:S:1:pos:R:3:forces:R:3
Na 0.0398 0.1093 0.8181 -0.16 -0.27 0.27
O 1.3842 -0.5750 2.4358 0.08 0.03 0.15
S 0.8164 -0.4458 3.8221 0.10 -0.05 0.19
C -0.4775 -1.6977 3.9667 -0.05 -0.01 -0.08
C -0.0949 -3.0881 3.4774 0.02 -0.01 0.01
C -1.3285 -3.9388 3.0977 0.01 0.00 0.02
C -1.4235 -4.3217 1.6240 0.03 0.00 0.00
S -1.7793 -2.9885 0.4557 -0.02 0.00 0.02
O -0.8279 -1.8915 0.8079 -0.07 -0.15 0.05
C -3.3778 -2.4587 1.0633 0.03 -0.03 -0.02
C -4.4326 -3.3588 1.1729 -0.01 0.01 0.02
C -5.6671 -2.8997 1.6003 -0.01 0.01 -0.01
C -5.8482 -1.5506 1.8876 0.00 -0.01 0.00
C -4.8008 -0.6576 1.7301 0.01 0.00 -0.01
C -3.5531 -1.1078 1.3137 -0.06 0.03 -0.04
C 2.0826 -1.1460 4.8849 -0.06 -0.04 0.00
C 3.3930 -0.8769 4.5164 0.01 -0.06 -0.04
C 4.4331 -1.3331 5.3129 -0.01 0.02 0.00
C 4.1630 -2.0464 6.4712 -0.01 -0.01 0.00
C 2.8490 -2.2980 6.8413 0.01 0.00 0.00
C 1.8025 -1.8443 6.0525 0.01 0.08 0.03
H -1.2825 -1.2752 3.3599 0.01 -0.01 -0.02
H -0.8150 -1.6802 5.0050 -0.04 0.01 -0.01
H 0.4723 -3.5959 4.2582 0.02 0.00 -0.02
H 0.5693 -2.9787 2.6187 -0.02 0.01 -0.02
H -2.2536 -3.4432 3.4044 0.00 0.02 -0.02
H -1.2967 -4.8787 3.6524 -0.03 0.01 0.02
H -2.1856 -5.0827 1.4447 0.00 -0.01 0.03
H -0.4717 -4.7245 1.2675 -0.02 -0.01 -0.02
H -4.3037 -4.4047 0.9214 0.01 0.00 0.02
H -6.4930 -3.5922 1.6969 0.00 0.00 0.01
H -6.8163 -1.1963 2.2166 0.00 0.00 -0.01
H -4.9433 0.4000 1.9069 0.00 0.00 0.00
H -2.7595 -0.3941 1.1378 0.02 -0.01 0.02
H 3.5888 -0.3249 3.6064 0.00 -0.01 -0.01
H 5.4559 -1.1238 5.0289 0.00 -0.01 -0.01
H 4.9759 -2.4056 7.0882 0.00 0.01 0.00
H 2.6357 -2.8519 7.7459 0.00 0.00 0.00
H 0.7830 -2.0348 6.3598 0.00 -0.02 -0.01
F -2.4135 3.7578 -1.3644 0.09 -0.22 -0.53
Te -1.0139 2.6074 -0.5939 -0.90 0.96 0.84
F -1.0466 4.1476 0.4894 0.23 -0.03 0.05
F 1.0335 2.7889 -0.2812 0.01 0.04 -0.09
F -2.6018 1.5001 -0.2263 -0.03 0.03 -0.09
F -0.8227 1.8927 1.2571 0.10 0.11 -0.01
O 0.2565 0.0796 -1.3031 0.83 -0.30 -0.28
C 1.1531 2.2319 -5.9011 -0.06 0.05 0.02
Ge 1.2801 2.2950 -3.9314 0.17 0.01 -0.26
C 3.1963 2.2140 -3.5167 -0.07 0.02 0.09
C 0.6046 4.0379 -3.3578 0.00 -0.01 -0.03
Ge 0.0677 0.3706 -3.0607 -0.02 -0.29 0.02
C 0.5742 -1.3614 -3.8651 -0.26 0.04 -0.02
C 0.2657 -2.5213 -3.1510 -0.01 0.00 0.00
C 0.5190 -3.7789 -3.6806 0.03 0.01 0.00
C 1.0829 -3.8981 -4.9447 0.00 0.01 0.01
C 1.3778 -2.7556 -5.6744 0.01 0.01 0.01
C 1.1189 -1.4996 -5.1381 0.05 0.00 0.01
C -1.8561 0.5646 -3.3362 -0.01 -0.01 0.01
C -2.3991 1.5950 -4.0979 -0.01 0.00 0.04
C -3.7741 1.7168 -4.2513 0.00 -0.01 0.00
C -4.6205 0.8078 -3.6364 0.01 0.01 -0.01
C -4.0926 -0.2237 -2.8704 0.01 0.00 0.01
C -2.7206 -0.3431 -2.7261 -0.02 -0.01 0.01
H 1.4709 3.1935 -6.3087 0.00 0.00 0.00
H 0.1352 2.0373 -6.2406 0.01 0.00 -0.01
H 1.8057 1.4619 -6.3129 0.01 0.00 0.01
H 3.6875 3.1037 -3.9139 -0.02 0.01 0.00
H 3.6700 1.3387 -3.9606 0.01 0.00 0.01
H 3.3350 2.2007 -2.4366 0.05 0.01 0.01
H 1.1589 4.7909 -3.9224 -0.03 0.03 0.00
H 0.7910 4.2022 -2.2975 0.04 0.01 0.00
H -0.4580 4.1648 -3.5644 -0.01 0.00 0.05
H -0.1791 -2.4349 -2.1635 0.01 0.00 0.00
H 0.2720 -4.6675 -3.1115 0.00 0.00 0.00
H 1.2823 -4.8770 -5.3620 0.00 0.00 0.00
H 1.8057 -2.8408 -6.6656 0.01 0.00 0.00
H 1.3567 -0.6205 -5.7258 -0.02 0.01 0.00
H -1.7513 2.3312 -4.5618 0.00 -0.01 -0.01
H -4.1829 2.5322 -4.8341 0.00 0.00 0.00
H -5.6931 0.9097 -3.7422 0.00 0.00 0.00
H -4.7538 -0.9218 -2.3710 0.00 -0.01 -0.01
H -2.3163 -1.1400 -2.1097 0.01 0.01 0.01
C 3.2953 0.6258 0.1422 -0.03 -0.05 0.06
Sb 2.2613 -1.0622 -0.6321 -0.09 0.02 -0.42
C 3.3836 -1.3809 -2.4087 0.04 0.04 0.04
C 3.1713 -2.6492 0.5413 0.08 -0.01 0.00
H 3.9476 0.2871 0.9462 -0.02 0.00 0.01
H 2.5892 1.3730 0.4986 0.02 0.03 -0.05
H 3.8908 1.0524 -0.6621 0.01 0.02 0.00
H 4.4379 -1.3154 -2.1345 0.00 -0.01 -0.01
H 3.1484 -0.6181 -3.1438 0.01 0.01 -0.01
H 3.1596 -2.3599 -2.8269 -0.01 0.00 0.00
H 4.2353 -2.6633 0.2995 0.00 0.00 0.02
H 2.7268 -3.6110 0.2933 -0.02 0.01 -0.01
H 3.0169 -2.4143 1.5921 -0.03 -0.01 0.00
```
Forces are in eV/Å.

Results
- gap between HOMO and LUMO (spin up / spin down) (hartree) = 0.27075 / 0.26950
- 2S+1 = 2
- ⟨S²⟩ = 0.76
- total charge = 0